Record 1
This record from OMol25 describes a structure of composition C25H15Cl5CuN3O7. The level of theory is ωB97M-V/def2-TZVPD.

Output
frontier orbital gap: 5.654 eV
E_HOMO: -1.782 eV
energy relative to the best compared isomer or geometry (same formula, charge and spin): 402.63 kcal/mol
energy: -152211.2084 eV
total charge: -2

Each line ends with the natural charge from an NBO analysis.
CARTESIAN COORDINATES (ANGSTROEM)
Cu (-1.29681, 1.53787, -0.48413)  0.870
O (-2.22465, 7.26657, -0.53424)  -0.709
C (-0.94037, 6.97611, -0.63709)  0.787
O (-0.09588, 7.84733, -0.72690)  -0.649
C (-0.57182, 5.54036, -0.63709)  -0.293
C (0.73028, 5.05994, -0.74963)  0.018
N (0.68456, 3.72859, -0.71699)  -0.313
N (-0.57445, 3.31620, -0.59017)  -0.398
C (-1.36475, 4.37435, -0.53880)  0.040
C (-2.84886, 4.09020, -0.40583)  0.765
O (-3.61462, 5.08692, -0.37485)  -0.741
O (-3.17290, 2.88652, -0.34069)  -0.762
H (-2.81404, 6.41875, -0.46581)  0.513
H (1.65634, 5.59821, -0.85321)  0.227
H (1.37513, 2.89461, -0.78029)  0.479
Cl (-3.32435, -5.68739, -1.51285)  -0.047
C (-2.59666, -4.17911, -0.99852)  -0.015
C (-3.38083, -3.04266, -0.96132)  -0.282
C (-2.81163, -1.84804, -0.55613)  -0.041
Cl (-3.74563, -0.39012, -0.69094)  0.038
C (-1.47545, -1.77549, -0.13789)  0.199
O (-1.03263, -0.49770, 0.13031)  -0.427
C (-0.71554, -2.93450, -0.25848)  -0.123
Cl (1.25929, -2.94100, -0.01673)  1.392
C (-1.25178, -4.13030, -0.68257)  -0.299
H (-4.41449, -3.06684, -1.27338)  0.231
H (-0.61146, -4.99997, -0.79178)  0.239
Cl (2.71225, -0.17410, 2.09609)  0.051
C (1.27034, -0.54068, 2.97798)  -0.060
C (1.37216, -0.79520, 4.32580)  -0.233
C (0.23430, -1.02043, 5.09030)  -0.253
C (-0.99820, -0.92538, 4.47922)  -0.224
C (-1.10473, -0.65019, 3.12165)  -0.117
Cl (-2.72086, -0.40823, 2.52279)  -0.001
C (0.02566, -0.51415, 2.29783)  0.195
N (0.08418, -0.26949, 0.95381)  -0.398
C (1.62117, -1.54854, -0.84683)  -0.618
C (1.60425, -3.06947, 1.36040)  -0.946
C (1.91247, -4.19118, -1.18879)  -0.566
C (2.54210, -3.83092, -2.36080)  -0.199
C (2.69384, -2.55250, -2.86796)  -0.391
C (2.21078, -1.47296, -2.08521)  0.018
C (2.24465, -0.08692, -2.72254)  -0.519
C (2.49231, 1.15658, -1.85679)  0.799
O (3.48194, 1.85969, -2.10357)  -0.743
O (1.60565, 1.39456, -0.98075)  -0.803
H (2.35868, -0.81159, 4.76921)  0.216
H (0.31193, -1.23326, 6.14809)  0.200
H (-1.91309, -1.04019, 5.04487)  0.214
H (0.91916, -0.57016, 0.32926)  0.437
H (1.83034, -3.54538, 2.28121)  0.244
H (1.98557, -5.20041, -0.79932)  0.192
H (2.99432, -4.66748, -2.89545)  0.194
H (3.20402, -2.39492, -3.80731)  0.196
H (1.24383, 0.05568, -3.14705)  0.216
H (2.95499, -0.08216, -3.55015)  0.202

Record 2
This record from OMol25 describes a structure of composition C13H29IrN5S2. The level of theory is ωB97M-V/def2-TZVPD.

Output
frontier orbital gap: 7.054 eV
E_HOMO: -18.344 eV
energy relative to the best compared isomer or geometry (same formula, charge and spin): 15.79 kcal/mol
energy: -45886.4166 eV
total charge: +3

Each line ends with the natural charge from an NBO analysis.
CARTESIAN COORDINATES (ANGSTROEM)
Ir (-0.14683, -0.31321, -0.34245)  1.027
C (-0.63308, 2.58998, 0.53754)  -0.430
C (-1.99097, 1.95658, 0.77624)  -0.241
N (-2.07250, 0.68382, 0.00324)  -0.593
C (-3.06252, -0.30782, 0.46347)  -0.260
C (-2.36826, -1.50571, 1.06712)  -0.252
N (-1.35488, -1.95157, 0.08382)  -0.450
C (-0.65484, -3.22437, 0.42612)  -0.242
C (0.51275, -3.07067, 1.36282)  -0.448
C (1.75771, -2.66394, 0.59572)  -0.237
N (1.75739, -1.25089, 0.11885)  -0.594
C (2.48766, -0.31341, 1.01092)  -0.249
C (1.60114, 0.02687, 2.18455)  -0.249
N (0.34032, 0.57879, 1.61456)  -0.625
C (0.40460, 2.07700, 1.51613)  -0.236
H (-0.30556, 2.35023, -0.48897)  0.196
H (-0.69456, 3.67588, 0.59795)  0.291
H (-2.15913, 1.73290, 1.83228)  0.215
H (-2.78532, 2.63640, 0.46915)  0.259
H (-2.31305, 0.95328, -0.94883)  0.426
H (-3.75706, 0.11882, 1.18779)  0.264
H (-3.65265, -0.62778, -0.39699)  0.241
H (-1.88040, -1.32716, 2.02568)  0.215
H (-3.11992, -2.28082, 1.23673)  0.270
H (-1.84571, -2.12096, -0.79882)  0.430
H (-1.39761, -3.90286, 0.85160)  0.257
H (-0.30675, -3.66762, -0.50739)  0.237
H (0.27308, -2.40039, 2.18900)  0.210
H (0.71882, -4.03925, 1.82082)  0.289
H (2.63388, -2.81863, 1.22781)  0.243
H (1.86869, -3.31131, -0.27341)  0.238
H (2.24569, -1.25224, -0.77603)  0.429
H (3.42929, -0.74789, 1.34882)  0.261
H (2.72169, 0.58762, 0.43829)  0.223
H (1.38304, -0.84975, 2.78808)  0.232
H (2.09304, 0.75082, 2.83479)  0.259
H (-0.44532, 0.33311, 2.20875)  0.410
H (0.26307, 2.50632, 2.50922)  0.246
H (1.40014, 2.36077, 1.17553)  0.231
S (-0.35872, -1.15332, -2.54081)  -0.129
C (-0.10531, -0.18803, -3.94651)  -0.012
N (0.09887, -0.76100, -5.09767)  -0.490
C (0.21087, 0.10798, -6.28261)  -0.235
C (0.27585, 1.55798, -5.77532)  -0.521
S (-0.15629, 1.51784, -3.99663)  0.394
H (0.12354, -1.76898, -5.19996)  0.451
H (-0.64338, -0.06016, -6.93695)  0.251
H (1.11002, -0.15328, -6.83694)  0.258
H (-0.42445, 2.21318, -6.28591)  0.278
H (1.27052, 1.98636, -5.86590)  0.263

Record 3
This record from OMol25 describes the molecule C19H28FN3O2S. The level of theory is ωB97M-V/def2-TZVPD.

Output
frontier orbital gap: 8.258 eV
E_HOMO: -7.638 eV
energy: -42275.6209 eV
total charge: 0

Each line ends with the natural charge from an NBO analysis.
CARTESIAN COORDINATES (ANGSTROEM)
C (0.55007, 2.98649, -1.84183)  -0.735
H (-0.52583, 2.96731, -1.97722)  0.235
H (0.99800, 3.71093, -2.51634)  0.216
H (0.95956, 1.99549, -2.01887)  0.215
S (0.85614, 3.48451, -0.12104)  0.174
C (2.68399, 3.33055, -0.13702)  -0.509
C (3.28635, 3.60646, 1.23955)  -0.513
C (2.41121, 3.14699, 2.40309)  0.694
O (1.88087, 3.96554, 3.12715)  -0.623
N (2.28698, 1.81566, 2.63557)  -0.450
C (2.77355, 0.73858, 1.81780)  -0.224
H (3.58831, 1.06337, 1.17210)  0.215
C (1.63716, 0.13676, 0.96589)  0.051
O (2.12813, -0.88389, 0.12667)  -0.714
H (2.45375, -1.60764, 0.67479)  0.462
C (0.49010, -0.33226, 1.88812)  -0.042
N (-0.68230, -0.84947, 1.20203)  -0.466
C (-1.18737, -0.04204, 0.10433)  -0.251
C (-2.59707, -0.53278, -0.23471)  -0.205
N (-2.59568, -1.92687, -0.61902)  -0.432
C (-2.52630, -2.34475, -1.93226)  0.092
C (-2.23005, -1.53033, -3.03503)  0.391
C (-2.24596, -1.99195, -4.33603)  -0.277
C (-2.55063, -3.31281, -4.60294)  -0.237
C (-2.84937, -4.15138, -3.54183)  -0.207
C (-2.84412, -3.67670, -2.24805)  -0.231
H (-3.11773, -4.34666, -1.44795)  0.212
H (-3.10229, -5.18517, -3.72419)  0.213
H (-2.55671, -3.67715, -5.61759)  0.215
H (-2.00092, -1.29942, -5.12659)  0.226
F (-1.88364, -0.22031, -2.87692)  -0.352
C (-2.01918, -2.72955, 0.43723)  -0.210
H (-1.96851, -3.77667, 0.14511)  0.208
C (-0.60589, -2.23427, 0.78010)  -0.230
H (-0.20626, -2.83827, 1.59890)  0.197
H (0.03788, -2.36527, -0.10713)  0.182
H (-2.65309, -2.63446, 1.32486)  0.197
H (-3.04617, 0.07900, -1.01336)  0.220
H (-3.21577, -0.45127, 0.66610)  0.196
H (-1.23098, 1.00446, 0.40362)  0.211
H (-0.55270, -0.13106, -0.79090)  0.181
C (0.07929, 0.82132, 2.81422)  -0.410
C (1.28115, 1.36875, 3.58010)  -0.227
H (0.99135, 2.22741, 4.18635)  0.254
H (1.71824, 0.59869, 4.22468)  0.184
H (-0.68247, 0.46470, 3.50662)  0.221
H (-0.34494, 1.63480, 2.22586)  0.217
H (0.87229, -1.15290, 2.51333)  0.184
H (1.25116, 0.90490, 0.29361)  0.196
H (3.16644, -0.04384, 2.48361)  0.187
H (3.38621, 4.68493, 1.37467)  0.246
H (4.28035, 3.15897, 1.30543)  0.225
H (2.90847, 2.32339, -0.48971)  0.205
H (3.06491, 4.04917, -0.86494)  0.223

Record 4
This record from OMol25 describes a structure of composition C5H7N. The level of theory is ωB97M-V/def2-TZVPD.

Output
frontier orbital gap: 8.706 eV
E_HOMO: -8.661 eV
energy relative to the best compared isomer or geometry (same formula, charge and spin): 94.60 kcal/mol
energy: -6784.4103 eV
total charge: 0

Each line ends with the natural charge from an NBO analysis.
CARTESIAN COORDINATES (ANGSTROEM)
C (0.14806, -1.00166, 1.30714)  0.213
C (-0.22575, 0.38285, 1.07255)  -0.154
C (0.13366, -1.02789, -0.15650)  -0.180
C (0.42215, 0.49358, -0.31245)  -0.217
C (-0.17026, 1.32642, -1.45435)  -0.637
N (0.38521, -1.76076, 2.32923)  -0.657
H (-1.26627, 0.56453, 0.97961)  0.201
H (-0.62511, -1.54843, -0.75197)  0.219
H (1.50419, 0.74054, -0.22995)  0.201
H (0.14798, 2.28613, -1.00977)  0.235
H (-1.32531, 1.32746, -1.40794)  0.205
H (0.22360, 0.88551, -2.37936)  0.235
H (0.64784, -2.66828, 2.01374)  0.336

> Which of these has the highest total charge?

C13H29IrN5S2

> The highest E_HOMO belongs to which entry?

C25H15Cl5CuN3O7

> Among the records above, which one has the lowest total charge?

C25H15Cl5CuN3O7

> Among the records above, which one has the highest energy?

C5H7N